{
  "formula": "C16H15BF4MoN3O4S6Se2Te2",
  "method": "ωB97M-V/def2-TZVPD",
  "species": ["Mo", "Se", "Te", "Te", "Se", "N", "H", "H", "H", "O", "C", "O", "C", "C", "C", "C", "C", "C", "N", "O", "O", "H", "H", "H", "H", "F", "B", "F", "F", "F", "S", "C", "N", "C", "C", "C", "C", "H", "H", "H", "H", "H", "C", "S", "C", "C", "S", "S", "C", "S", "S", "H", "H", "H"],
  "coordinates": [[-0.4262, 0.6024, -2.3416], [-0.0059, -1.1488, -4.0377], [1.8853, -0.1155, -5.3180], [0.6391, 2.2931, -5.8383], [-1.0216, 2.3444, -3.9613], [1.6613, 1.3422, -2.1657], [2.1501, 0.7760, -1.4644], [1.6778, 2.3209, -1.8805], [2.1881, 1.2501, -3.0327], [-0.4027, -2.5711, -0.9109], [-0.0924, -1.6117, -0.2377], [0.1361, -0.4043, -0.6749], [0.0609, -1.7315, 1.2548], [0.3861, -2.9656, 1.8046], [0.5660, -3.0923, 3.1696], [0.3894, -1.9715, 3.9645], [0.0267, -0.7414, 3.4436], [-0.1267, -0.6232, 2.0731], [0.6356, -2.0834, 5.4078], [0.6395, -1.0600, 6.0663], [0.8451, -3.1901, 5.8678], [0.5094, -3.8102, 1.1406], [0.8467, -4.0307, 3.6238], [-0.1095, 0.1025, 4.1036], [-0.3780, 0.3295, 1.6253], [-0.7904, 2.1197, -0.7481], [0.0697, 3.0565, 0.0169], [0.9722, 2.2560, 0.7469], [-0.7353, 3.7826, 0.8435], [0.7654, 3.8136, -0.9141], [3.7262, -0.9005, -0.2791], [3.5870, -0.5302, 1.3483], [2.9548, 0.6134, 1.7489], [2.8132, 1.0176, 3.0304], [3.3127, 0.2745, 4.0502], [3.9577, -0.9385, 3.7162], [4.0918, -1.3283, 2.4174], [2.5033, 1.1645, 1.0254], [2.2669, 1.9402, 3.1661], [3.1824, 0.5906, 5.0737], [4.3457, -1.5700, 4.5062], [4.5790, -2.2542, 2.1501], [-4.6349, -1.5141, -4.8183], [-3.7071, -0.0169, -5.2298], [-4.1684, 1.0222, -3.8919], [-3.7239, 0.9378, -2.6231], [-2.6765, -0.3089, -1.9696], [-4.2984, 2.1897, -1.5460], [-5.2632, 3.0716, -2.6793], [-6.1488, 4.4019, -2.2987], [-5.2408, 2.3526, -4.2500], [-4.4388, -2.2198, -5.6247], [-5.7016, -1.3050, -4.7719], [-4.2800, -1.9280, -3.8773]],
  "charge": -1,
  "spin_multiplicity": 3,
  "relative_energy_ev": 0.000,
  "lumo_ha": [0.0094, 0.0345],
  "total_energy_ha": -9304.9085,
  "gap_ha": [0.196, 0.230]
}

***

{
  "formula": "C16H15Cl2N7O2S",
  "method": "ωB97M-V/def2-TZVPD",
  "species": ["H", "N", "C", "N", "N", "N", "C", "C", "C", "C", "C", "C", "N", "O", "O", "C", "Cl", "C", "C", "Cl", "N", "C", "S", "C", "C", "C", "C", "C", "N", "H", "H", "H", "H", "H", "H", "H", "H", "H", "H", "H", "H", "H", "H"],
  "coordinates": [[-1.1181, 3.7384, -5.4092], [-0.9257, 3.7033, -4.4093], [-1.0908, 2.5944, -3.8397], [-1.4448, 1.5028, -4.5467], [-0.8036, 2.4765, -2.4923], [-0.7006, 1.2951, -1.8073], [0.1680, 1.2468, -0.8186], [0.4949, 0.0279, -0.0356], [1.4621, -0.1968, 0.9033], [2.4802, 0.7743, 1.3215], [2.6831, 1.0198, 2.6584], [3.5731, 2.0104, 3.1536], [3.7725, 2.1764, 4.5361], [4.8648, 2.6247, 4.9114], [2.8114, 1.9450, 5.3008], [4.3150, 2.7895, 2.2002], [5.4272, 4.0898, 2.6203], [4.1366, 2.4995, 0.8434], [3.3080, 1.4845, 0.3992], [3.3545, 1.2004, -1.3346], [1.3676, -1.4432, 1.5106], [0.3426, -1.9682, 0.8911], [-0.5100, -3.4842, 0.9919], [-1.6251, -2.9179, -0.2495], [-2.8123, -3.7190, -0.7227], [-3.6844, -4.1656, 0.4947], [-4.3241, -2.9644, 1.1749], [-1.2685, -1.6999, -0.7595], [-0.1771, -1.1697, -0.0644], [-1.3383, 0.6461, -4.0411], [-1.0454, 1.5276, -5.4829], [-0.5990, 3.3413, -1.9974], [0.7150, 2.1586, -0.5645], [2.0992, 0.4492, 3.3412], [4.6983, 3.0465, 0.0984], [-2.4315, -4.6332, -1.2270], [-3.3890, -3.1353, -1.4356], [-4.4248, -4.8849, 0.1639], [-3.0374, -4.6807, 1.1758], [-4.8830, -2.4151, 0.4177], [-5.0060, -3.3060, 1.9685], [-3.5632, -2.3625, 1.6669], [-1.8714, -1.2223, -1.5061]],
  "smiles": "[H]/N=C(\\N)N/N=C/c1c(-c2cc([N+](=O)[O-])c(Cl)cc2Cl)nc2sc(CCC)cn12",
  "relative_energy_ev": 0.000,
  "lumo_ha": -0.0384,
  "total_energy_ha": -2470.9247,
  "gap_ha": 0.263
}

***

{
  "formula": "C16H15CoF10N2O4SeTe2",
  "method": "ωB97M-V/def2-TZVPD",
  "species": ["Co", "F", "Te", "F", "F", "F", "F", "O", "C", "C", "C", "C", "C", "C", "C", "C", "C", "C", "O", "O", "H", "H", "H", "H", "H", "H", "H", "H", "H", "H", "H", "F", "Te", "F", "F", "F", "F", "O", "Se", "N", "C", "C", "C", "C", "C", "C", "N", "H", "H", "H", "H"],
  "coordinates": [[-0.9718, -0.3918, -1.3793], [-3.2492, -1.8548, -4.6978], [-3.0076, -0.9718, -3.1029], [-3.0690, 0.5473, -4.7290], [-4.5994, -0.0864, -2.9136], [-3.9384, -2.4229, -2.4225], [-2.8433, -0.6562, -1.0317], [-1.3551, -1.6955, -2.6800], [0.3245, -1.2777, 6.4797], [0.0971, -1.1229, 5.0022], [0.5504, -2.0753, 4.1020], [0.3520, -1.9527, 2.7340], [0.8862, -3.0495, 1.8481], [-0.3196, -0.8081, 2.2581], [-0.8046, 0.1677, 3.1537], [-1.5767, 1.3914, 2.7279], [-0.5841, -0.0178, 4.5082], [-0.4899, -0.6041, 0.8195], [-0.3997, -1.5422, -0.0475], [-0.7392, 0.5256, 0.2909], [0.8385, -2.2098, 6.7078], [-0.6238, -1.2684, 7.0192], [0.9258, -0.4526, 6.8653], [1.0741, -2.9481, 4.4748], [1.4144, -3.7832, 2.4545], [1.5750, -2.6635, 1.0965], [0.0853, -3.5531, 1.3096], [-2.3258, 1.1678, 1.9713], [-0.9128, 2.1446, 2.3017], [-2.0719, 1.8260, 3.5944], [-0.9649, 0.7234, 5.2025], [-2.7166, 2.8949, -4.1555], [-1.3481, 1.6487, -4.2896], [-0.8467, -0.1006, -4.8286], [-1.4573, 2.1166, -6.0677], [-0.6680, 2.8154, -2.9715], [0.5000, 1.7816, -4.6492], [-1.9568, 0.7454, -2.6695], [1.3931, -1.4444, -3.1821], [0.7543, -0.1491, -2.1148], [1.7170, 0.7298, -1.8611], [1.6077, 1.9084, -1.0699], [2.7023, 2.6991, -0.9620], [3.9453, 2.3890, -1.6082], [4.0836, 1.2832, -2.3718], [2.9589, 0.4141, -2.5204], [2.9636, -0.6868, -3.2538], [0.6700, 2.1573, -0.5982], [2.6383, 3.6092, -0.3800], [4.7781, 3.0681, -1.4829], [5.0045, 1.0348, -2.8807]],
  "relative_energy_ev": 0.609,
  "lumo_ha": -0.0743,
  "total_energy_ha": -6348.0568,
  "gap_ha": 0.282
}

***

{
  "formula": "C16H15CoN",
  "method": "ωB97M-V/def2-TZVPD",
  "species": ["Co", "C", "H", "H", "H", "H", "H", "C", "C", "C", "C", "C", "C", "C", "C", "C", "C", "C", "C", "C", "C", "C", "N", "H", "H", "H", "H", "H", "H", "H", "H", "H", "H"],
  "coordinates": [[1.1773, -0.1309, -1.0530], [1.8418, -0.5643, -3.2006], [1.3285, -1.5394, -3.2586], [1.3461, 0.2541, -3.7352], [2.8749, -0.6770, -3.5744], [2.2244, -0.1588, -2.0160], [2.6504, 0.2118, -0.6936], [-0.6508, 3.3423, -2.7046], [-1.7678, 3.3680, -1.8649], [-1.8739, 2.4778, -0.7883], [-0.8830, 1.4721, -0.6244], [0.2321, 1.4545, -1.4947], [0.3961, 2.4095, -2.4930], [-0.9446, 0.4838, 0.4242], [-1.8623, 0.5511, 1.4836], [-1.7774, -0.3846, 2.4832], [-0.7693, -1.3794, 2.4753], [-0.5972, -2.3076, 3.5236], [0.4502, -3.2177, 3.5292], [1.4150, -3.1964, 2.5062], [1.2786, -2.2928, 1.4373], [0.1670, -1.4356, 1.3848], [-0.0038, -0.5109, 0.3764], [-0.5707, 4.0530, -3.5440], [-2.5797, 4.0882, -2.0405], [-2.7252, 2.5300, -0.1161], [1.2998, 2.4453, -3.0969], [-2.5935, 1.3616, 1.4999], [-2.4869, -0.3776, 3.3090], [-1.3731, -2.2703, 4.3066], [0.5076, -3.9456, 4.3485], [2.2458, -3.8781, 2.5591], [2.0234, -2.2362, 0.6516]],
  "spin_multiplicity": 4,
  "relative_energy_ev": 0.883,
  "lumo_ha": [-0.0224, -0.0282],
  "total_energy_ha": -2056.0723,
  "gap_ha": [0.239, 0.275]
}

***

{
  "formula": "C16H15FN2O5",
  "method": "ωB97M-V/def2-TZVPD",
  "species": ["C", "N", "C", "O", "C", "C", "C", "O", "C", "O", "N", "C", "C", "C", "C", "O", "O", "C", "C", "C", "C", "F", "C", "C", "H", "H", "H", "H", "H", "H", "H", "H", "H", "H", "H", "H", "H", "H", "H"],
  "coordinates": [[4.0442, 0.0495, -2.3368], [3.2770, 0.5397, -1.1995], [3.7903, 1.1352, -0.0669], [4.9724, 1.4178, 0.1860], [2.6861, 1.4341, 0.9610], [1.3974, 0.8297, 0.3207], [1.9406, 0.3411, -1.0186], [1.2354, -0.3230, -1.7443], [0.1433, 1.6832, 0.0457], [0.1909, 2.7671, -0.5581], [-0.9531, 1.0244, 0.5628], [-2.3570, 1.4039, 0.4388], [-2.9420, 1.2980, -0.9602], [-2.8517, -0.1490, -1.5441], [-3.9489, -1.1616, -1.1375], [-4.4837, -1.0947, -0.0112], [-4.2365, -2.1817, -2.0039], [-0.5753, -0.1367, 1.2517], [-1.2697, -1.0732, 2.0198], [-0.5611, -2.1158, 2.6182], [0.8156, -2.2994, 2.4510], [1.4612, -3.3343, 2.9939], [1.4849, -1.3738, 1.6402], [0.8072, -0.2772, 1.0860], [5.1193, 0.1533, -2.1546], [3.7719, -0.9980, -2.5112], [3.8255, 0.6109, -3.2201], [2.5808, 2.5350, 0.9991], [2.9103, 1.0647, 1.9593], [-3.0390, 0.8253, 1.1039], [-2.4787, 2.4198, 0.7483], [-3.9807, 1.6562, -0.9326], [-2.3439, 1.9960, -1.5975], [-1.9082, -0.6645, -1.2767], [-2.8135, -0.0376, -2.6269], [-4.8198, -2.6911, -1.4197], [-2.3290, -0.9970, 2.1998], [-1.0987, -2.8187, 3.2058], [2.5361, -1.4575, 1.5285]],
  "smiles": "CN1C(=O)C[C@]2(C1=O)C(=O)N(CCCC(=O)O)c1ccc(F)cc12",
  "relative_energy_ev": 0.202,
  "lumo_ha": 0.0187,
  "total_energy_ha": -1204.3550,
  "gap_ha": 0.337
}

***

{
  "formula": "C16H15FeN2O5S4Sb",
  "method": "ωB97M-V/def2-TZVPD",
  "species": ["Fe", "S", "Sb", "S", "S", "S", "C", "C", "O", "N", "C", "C", "C", "C", "C", "C", "N", "H", "H", "H", "H", "H", "H", "H", "H", "H", "H", "O", "C", "O", "C", "C", "C", "C", "O", "C", "O", "C", "C", "H", "H", "H", "H", "H"],
  "coordinates": [[-1.5398, 0.1548, -1.1755], [-5.4262, 3.5357, 2.1823], [-5.1885, 4.4013, 0.0883], [-3.7957, 0.0964, -1.1209], [-2.9761, 1.8998, -1.2531], [-3.4602, 5.8864, -0.0330], [-2.6916, -1.1808, -4.7115], [-1.4901, -0.8750, -3.8621], [-1.3488, 0.2062, -3.2959], [-0.5277, -1.8251, -3.7925], [0.6046, -1.6703, -2.8945], [0.3084, -2.2087, -1.5180], [1.1472, -3.1203, -0.9003], [0.8131, -3.5988, 0.3544], [-0.3641, -3.1743, 0.9383], [-1.1441, -2.2518, 0.2617], [-0.8138, -1.7621, -0.9417], [-3.4950, -0.5133, -4.4133], [-3.0094, -2.2174, -4.5971], [-2.4464, -1.0075, -5.7604], [-0.7481, -2.7493, -4.1240], [0.8433, -0.6085, -2.8201], [1.4604, -2.1961, -3.3175], [2.0493, -3.4447, -1.4017], [1.4617, -4.2993, 0.8648], [-0.6714, -3.5221, 1.9140], [-2.0541, -1.8563, 0.6909], [0.4180, 0.7612, -0.8630], [0.1591, 0.7973, 0.3762], [-0.9834, 0.4477, 0.7807], [1.1916, 1.2280, 1.3592], [2.4611, 1.5727, 0.9214], [3.4503, 1.9816, 1.8188], [3.0981, 2.0222, 3.1442], [3.8710, 2.3987, 4.2113], [3.0376, 2.2767, 5.3645], [1.7581, 1.8240, 4.9452], [1.8298, 1.6792, 3.5807], [0.8463, 1.2812, 2.7175], [2.6636, 1.5289, -0.1397], [4.4408, 2.2655, 1.4917], [2.9408, 3.2536, 5.8434], [3.4767, 1.5451, 6.0480], [-0.1563, 1.0372, 3.0381]],
  "charge": -1,
  "spin_multiplicity": 2,
  "lumo_ha": [0.0658, 0.0594],
  "total_energy_ha": -4201.2664,
  "gap_ha": [0.187, 0.181]
}